Record 1
This record from OMol25 describes a cluster of 2 separate species, C4S6 in total at a distorted geometry. The level of theory is ωB97M-V with the def2-TZVPD basis set.

Positions of all 10 atoms, in Å:
C (-0.657, -0.246, 0.398)
C (0.363, -1.060, 0.186)
C (-0.894, 0.369, 1.699)
C (1.408, 0.369, -2.271)
S (-2.147, 0.133, -0.541)
S (1.567, -1.993, 0.533)
S (-2.547, 1.068, 1.399)
S (1.196, -1.135, -2.548)
S (-0.034, 0.650, 3.012)
S (1.745, 1.845, -1.866)

Summary:
**E**: -69156.6125 eV
**Net charge**: 0
**Relative energy (zero: lowest compared OMol25 entry of this formula, charge and spin)**: 0.0 kJ/mol
**HOMO-LUMO gap**: 6.66 eV


Record 2
This record from OMol25 describes a structure of composition C2BrClF2 at a distorted geometry. The level of theory is ωB97M-V with the def2-TZVPD basis set.

Positions of all 6 atoms, in Å:
C (-0.051, -0.646, -1.105)
C (0.101, 0.970, 1.320)
F (1.109, -0.042, -1.310)
F (-0.719, -0.507, -2.240)
Cl (-1.479, 0.447, 1.004)
Br (1.039, -0.220, 2.331)

Summary:
**E**: -90068.2393 eV
**Net charge**: 0
**Relative energy (zero: lowest compared OMol25 entry of this formula, charge and spin)**: 409.0 kJ/mol
**HOMO-LUMO gap**: 8.22 eV


Record 3
This record from OMol25 describes a structure of composition C31H45F5InN6O3SSi at a distorted geometry. The level of theory is ωB97M-V with the def2-TZVPD basis set.

Positions of all 93 atoms, in Å:
In (0.115, 0.409, -0.192)
C (-0.059, 4.459, 0.077)
C (-1.202, 3.572, -0.426)
N (-1.439, 2.357, 0.342)
C (-2.049, 2.563, 1.639)
C (-2.259, 1.214, 2.328)
N (-0.996, 0.498, 2.446)
C (-0.105, 1.169, 3.385)
C (0.998, 0.279, 3.939)
C (1.757, -0.509, 2.871)
N (1.969, 0.200, 1.617)
C (2.851, 1.351, 1.694)
C (2.865, 2.072, 0.344)
N (1.539, 2.534, -0.036)
C (1.107, 3.708, 0.714)
H (-0.430, 5.166, 0.821)
H (0.298, 5.043, -0.774)
H (-0.974, 3.237, -1.437)
H (-2.120, 4.175, -0.459)
H (-2.082, 1.810, -0.225)
H (-3.025, 3.068, 1.552)
H (-1.398, 3.198, 2.242)
H (-2.947, 0.610, 1.731)
H (-2.719, 1.385, 3.315)
H (-1.181, -0.440, 2.793)
H (-0.676, 1.575, 4.233)
H (0.351, 2.001, 2.853)
H (0.570, -0.437, 4.643)
H (1.684, 0.914, 4.502)
H (1.178, -1.398, 2.625)
H (2.715, -0.838, 3.297)
H (2.414, -0.467, 0.994)
H (3.877, 1.047, 1.943)
H (2.500, 2.027, 2.472)
H (3.212, 1.371, -0.423)
H (3.583, 2.901, 0.402)
H (1.530, 2.748, -1.030)
H (1.944, 4.410, 0.845)
H (0.809, 3.378, 1.709)
O (-6.330, -2.705, 1.344)
C (-6.265, -1.775, 0.293)
C (-4.833, -1.410, 0.021)
C (-4.488, -0.428, -0.906)
C (-3.149, -0.110, -1.070)
N (-2.181, -0.717, -0.400)
C (-2.483, -1.713, 0.429)
C (-3.806, -2.066, 0.689)
C (-1.345, -2.493, 0.943)
C (-1.513, -3.668, 1.671)
C (-0.415, -4.481, 1.930)
C (-0.623, -5.767, 2.684)
O (-1.498, -5.610, 3.771)
C (0.825, -4.074, 1.453)
C (0.909, -2.862, 0.786)
N (-0.138, -2.091, 0.555)
H (-7.249, -2.935, 1.503)
H (-6.828, -0.862, 0.542)
H (-6.699, -2.194, -0.628)
H (-5.245, 0.085, -1.479)
H (-2.815, 0.632, -1.785)
H (-4.068, -2.837, 1.396)
H (-2.476, -3.989, 2.029)
H (0.339, -6.194, 2.990)
H (-1.113, -6.484, 2.017)
H (-1.051, -5.131, 4.478)
H (1.705, -4.677, 1.600)
H (1.852, -2.514, 0.390)
F (7.413, -1.592, -3.022)
C (6.130, -1.403, -2.725)
C (5.689, -1.510, -1.410)
F (6.545, -1.798, -0.427)
C (4.346, -1.333, -1.119)
F (3.964, -1.452, 0.177)
C (3.380, -1.053, -2.089)
S (1.650, -1.046, -1.838)
C (3.863, -0.933, -3.407)
F (3.011, -0.661, -4.394)
C (5.202, -1.108, -3.723)
F (5.600, -0.991, -4.988)
C (-0.138, -0.159, -4.703)
Si (-0.102, 1.401, -3.616)
C (-1.396, 2.631, -4.336)
C (1.633, 2.226, -3.652)
O (-0.591, 1.180, -2.108)
H (0.365, -0.005, -5.653)
H (-1.159, -0.463, -4.914)
H (0.353, -0.993, -4.212)
H (-1.213, 2.767, -5.395)
H (-1.355, 3.606, -3.862)
H (-2.399, 2.237, -4.219)
H (2.081, 2.180, -4.638)
H (2.306, 1.708, -2.973)
H (1.601, 3.276, -3.365)

Summary:
**E**: -85432.0190 eV
**Net charge**: +1
**Relative energy (zero: lowest compared OMol25 entry of this formula, charge and spin)**: 51.6 kJ/mol
**HOMO-LUMO gap**: 6.90 eV


Record 4
This record from OMol25 describes a cluster of 2 separate species, C5H13N2O in total at a distorted geometry. The level of theory is ωB97M-V with the def2-TZVPD basis set.

Positions of all 21 atoms, in Å:
C (-0.543, 0.967, 0.044)
N (0.371, 1.359, -1.005)
C (0.583, 0.244, -2.046)
O (0.995, 0.639, -3.194)
C (-0.167, -0.080, 1.118)
C (0.647, 0.582, 2.247)
N (-1.132, -0.981, 1.537)
C (-1.016, -2.385, 1.222)
H (-0.889, 1.887, 0.539)
H (-1.433, 0.502, -0.397)
H (1.313, 1.431, -0.617)
H (-0.429, -0.270, -2.021)
H (1.239, -0.535, -1.474)
H (1.447, -0.313, 0.237)
H (1.283, 1.363, 1.807)
H (1.321, -0.119, 2.743)
H (-0.024, 1.028, 2.983)
H (0.504, -0.953, 0.616)
H (-1.739, -2.951, 1.821)
H (-0.056, -2.917, 1.367)
H (-1.338, -2.505, 0.177)

Summary:
**E**: -10416.9780 eV
**Net charge**: -1
**Relative energy (zero: lowest compared OMol25 entry of this formula, charge and spin)**: 648.5 kJ/mol
**HOMO-LUMO gap**: 5.80 eV